Entry 1:
Formula: C5H14N2
Source: OMol25
Level of theory: the ωB97M-V functional and the def2-TZVPD basis

Results
Energy relative to the best compared isomer or geometry (same formula, charge and spin) (kJ/mol): 61.1
Gap between HOMO and LUMO (eV): 9.88
Strongest force on any atom (eV Å⁻¹): 0.736
E_LUMO (eV): 1.1

Each atom is followed by the atoms it is bonded to, with distances in Å.
Positions of all 21 atoms, in Å:
1 C 1.982 1.406 0.156  C2 1.523, H8 1.093, H9 1.085, H10 1.096
2 C 0.984 0.326 0.551  C1 1.523, C3 1.523, C4 1.525, H11 1.091
3 C 1.565 -0.689 1.527  C2 1.523, H12 1.092, H13 1.087, H14 1.096
4 C 0.454 -0.391 -0.686  C2 1.525, N5 1.453, H15 1.105, H16 1.093
5 N -0.772 -1.148 -0.494  C4 1.453, C6 1.427, H17 1.011
6 C -1.975 -0.506 -0.915  N5 1.427, N7 1.479, H18 1.092, H19 1.093
7 N -2.268 0.760 -0.209  C6 1.479, H20 1.017, H21 1.016
8 H 1.449 2.326 -0.097  C1 1.093
9 H 2.591 1.087 -0.684  C1 1.085
10 H 2.633 1.646 1.004  C1 1.096
11 H 0.127 0.796 1.037  C2 1.091
12 H 1.983 -1.549 1.000  C3 1.092
13 H 2.362 -0.303 2.157  C3 1.087
14 H 0.810 -1.090 2.212  C3 1.096
15 H 1.255 -1.040 -1.082  C4 1.105
16 H 0.272 0.302 -1.511  C4 1.093
17 H -0.869 -1.503 0.448  N5 1.011
18 H -1.943 -0.352 -1.996  C6 1.092
19 H -2.850 -1.135 -0.737  C6 1.093
20 H -1.530 1.425 -0.426  N7 1.017
21 H -3.114 1.156 -0.608  N7 1.016

Here are the natural (NBO) charges for atoms 1 to 5, given in e:
1. C -0.6011
2. C -0.2537
3. C -0.6133
4. C -0.2084
5. N -0.6339

Entry 2:
Formula: C5H14N2O
Source: OMol25
Level of theory: the ωB97M-V functional and the def2-TZVPD basis

Results
Energy relative to the best compared isomer or geometry (same formula, charge and spin) (kJ/mol): 226.9
Gap between HOMO and LUMO (eV): 10.07
Strongest force on any atom (eV Å⁻¹): 0.570
E_LUMO (eV): 1.1

Each atom is followed by the atoms it is bonded to, with distances in Å.
Positions of all 22 atoms, in Å:
1 C -1.920 0.097 -2.549  N2 1.257, H5 1.095, H6 1.085
2 N -1.509 -0.542 -1.548  C1 1.257, C3 1.454
3 C -2.491 -0.941 -0.552  N2 1.454, C4 1.524, H7 1.097, H8 1.095
4 C -1.990 -0.619 0.851  C3 1.524, H9 1.088, H10 1.086, H11 1.092
5 H -2.975 0.364 -2.671  C1 1.095
6 H -1.216 0.411 -3.313  C1 1.085
7 H -3.467 -0.473 -0.736  C3 1.097
8 H -2.637 -2.024 -0.624  C3 1.095
9 H -2.684 -0.998 1.599  C4 1.088
10 H -0.993 -1.024 0.997  C4 1.086
11 H -1.924 0.466 0.958  C4 1.092
12 C 2.655 0.438 2.056  N13 1.454, H16 1.092, H17 1.087, H18 1.100
13 N 1.638 0.535 1.022  C12 1.454, C14 1.448, H19 1.014
14 C 2.201 0.418 -0.307  N13 1.448, O15 1.399, H20 1.093, H21 1.096
15 O 1.225 0.669 -1.278  C14 1.399, H22 0.972
16 H 3.038 -0.583 2.107  C12 1.092
17 H 2.228 0.672 3.028  C12 1.087
18 H 3.520 1.099 1.894  C12 1.100
19 H 1.187 1.442 1.071  N13 1.014
20 H 3.009 1.136 -0.467  C14 1.093
21 H 2.613 -0.593 -0.402  C14 1.096
22 H 0.490 0.048 -1.135  O15 0.972

Here are the natural (NBO) charges for atoms 1 to 5, given in e:
1. C -0.0398
2. N -0.4207
3. C -0.2450
4. C -0.6105
5. H 0.1407

Entry 3:
Formula: C5H14N2O
Source: OMol25
Level of theory: the ωB97M-V functional and the def2-TZVPD basis

Results
Energy relative to the best compared isomer or geometry (same formula, charge and spin) (kJ/mol): 220.9
Gap between HOMO and LUMO (eV): 9.36
Strongest force on any atom (eV Å⁻¹): 1.880
E_LUMO (eV): 1.0

Each atom is followed by the atoms it is bonded to, with distances in Å.
Positions of all 22 atoms, in Å:
1 C -0.796 -1.186 1.732  N2 1.450, H9 1.089, H10 1.098, H11 1.085
2 N 0.382 -0.365 1.533  C1 1.450, C3 1.469, H12 1.008
3 C 0.922 -0.048 0.204  N2 1.469, C4 1.548, C5 1.522, H13 1.110
4 C 2.465 -0.076 0.325  C3 1.548, H14 1.091, H15 1.094, H16 1.090
5 C 0.424 1.189 -0.531  C3 1.522, N6 1.469, H17 1.091, H18 1.111
6 N -0.588 0.999 -1.579  C5 1.469, C7 1.421, H19 0.991
7 C -1.877 0.511 -1.231  N6 1.421, O8 1.404, H20 1.101, H21 1.102
8 O -1.995 -0.888 -1.210  C7 1.404, H22 0.974
9 H -0.979 -1.219 2.805  C1 1.089
10 H -0.658 -2.185 1.298  C1 1.098
11 H -1.697 -0.738 1.328  C1 1.085
12 H 1.165 -0.658 2.097  N2 1.008
13 H 0.738 -0.906 -0.477  C3 1.110
14 H 2.736 -1.065 0.698  C4 1.091
15 H 2.874 0.621 1.061  C4 1.094
16 H 2.803 0.118 -0.693  C4 1.090
17 H 1.259 1.688 -1.026  C5 1.091
18 H -0.007 1.912 0.194  C5 1.111
19 H -0.569 1.763 -2.210  N6 0.991
20 H -2.587 0.905 -1.974  C7 1.101
21 H -2.221 0.870 -0.247  C7 1.102
22 H -1.795 -1.241 -2.096  O8 0.974

Here are the natural (NBO) charges for atoms 1 to 5, given in e:
1. C -0.4006
2. N -0.6394
3. C -0.0650
4. C -0.6059
5. C -0.2278